1.
{"formula": "C36H50N6O2PS2SeSiTl", "method": "the ωB97M-V functional and the def2-TZVPD basis", "gap_ev": 5.66, "charge": -2, "homo_energy_ev": -1.690, "lumo_ha": 0.146, "species": ["Tl", "N", "C", "S", "N", "N", "C", "C", "C", "C", "C", "C", "N", "H", "H", "H", "H", "H", "H", "H", "C", "C", "C", "C", "C", "C", "C", "S", "O", "O", "N", "C", "C", "C", "C", "C", "N", "H", "H", "H", "H", "H", "H", "H", "H", "H", "H", "H", "C", "C", "C", "C", "P", "C", "C", "C", "C", "C", "C", "C", "C", "C", "C", "H", "H", "H", "H", "H", "H", "H", "H", "H", "H", "H", "H", "H", "H", "H", "H", "H", "H", "H", "H", "H", "H", "H", "C", "Si", "C", "C", "Se", "H", "H", "H", "H", "H", "H", "H", "H", "H"], "xyz": [[-1.0317, 0.5951, 0.8310], [1.2438, 2.4545, 5.0981], [0.4807, 1.8812, 4.0888], [1.3608, 1.1492, 2.7939], [-0.8054, 1.9917, 4.3228], [-1.6414, 1.4766, 3.3631], [-2.8195, 1.2713, 3.7859], [-3.9056, 0.7818, 2.9096], [-5.1504, 0.5002, 3.4615], [-6.1695, 0.0672, 2.6305], [-5.9265, -0.0610, 1.2738], [-4.6532, 0.2422, 0.8094], [-3.6736, 0.6414, 1.6051], [2.1768, 2.6945, 4.8064], [0.7437, 3.1556, 5.6232], [-3.0540, 1.4542, 4.8349], [-5.3010, 0.6115, 4.5281], [-7.1453, -0.1657, 3.0405], [-6.6961, -0.3837, 0.5854], [-4.4039, 0.1696, -0.2440], [3.3066, -6.1208, 2.5450], [2.1154, -5.2447, 2.8357], [1.0228, -5.7282, 3.5416], [-0.0956, -4.9298, 3.7640], [-0.1186, -3.6306, 3.2846], [0.9758, -3.1228, 2.5891], [2.0767, -3.9310, 2.3688], [-1.5486, -2.5903, 3.5149], [-2.5881, -3.4916, 3.9865], [-1.1525, -1.5370, 4.4116], [-1.7862, -1.9635, 2.0921], [-2.2688, -2.7172, 1.0429], [-2.8613, -4.0049, 1.1105], [-3.3009, -4.6051, -0.0461], [-3.1816, -3.9554, -1.2733], [-2.5963, -2.7033, -1.2496], [-2.1496, -2.1078, -0.1491], [3.3518, -6.9676, 3.2319], [4.2403, -5.5618, 2.6325], [3.2621, -6.5199, 1.5281], [1.0391, -6.7479, 3.9143], [-0.9593, -5.3072, 4.2956], [0.9503, -2.0959, 2.2391], [2.9200, -3.5398, 1.8125], [-2.9777, -4.4896, 2.0668], [-3.7535, -5.5899, 0.0099], [-3.5257, -4.3968, -2.1993], [-2.4684, -2.1363, -2.1695], [0.2039, 0.5268, -3.0586], [1.5150, -0.1331, -2.6091], [1.1914, -1.5476, -2.1022], [2.4643, -0.2492, -3.7989], [2.1055, 0.7736, -1.0764], [3.7807, 0.0397, -0.7989], [4.9103, 0.1848, -1.6100], [6.1279, -0.3850, -1.2650], [6.2472, -1.1127, -0.0872], [5.1448, -1.2560, 0.7413], [3.9268, -0.6835, 0.3870], [2.4332, 2.5776, -1.4605], [2.8980, 2.9580, -2.8636], [3.4533, 3.0676, -0.4238], [1.1039, 3.2935, -1.1567], [-0.2792, -0.1081, -3.8105], [0.3693, 1.5043, -3.5131], [-0.4975, 0.6632, -2.2319], [0.7334, -2.1228, -2.9151], [0.4854, -1.5272, -1.2679], [2.0911, -2.0789, -1.7785], [2.0012, -0.8882, -4.5612], [3.4117, -0.7134, -3.5187], [2.6714, 0.7154, -4.2621], [4.8434, 0.7575, -2.5265], [6.9870, -0.2549, -1.9131], [7.1992, -1.5507, 0.1891], [5.2329, -1.7936, 1.6774], [3.0776, -0.7600, 1.0581], [3.8135, 2.4450, -3.1659], [3.0994, 4.0359, -2.8868], [2.1282, 2.7579, -3.6108], [4.4691, 2.7366, -0.6530], [3.1977, 2.7265, 0.5834], [3.4404, 4.1630, -0.4163], [0.2754, 2.9683, -1.7872], [1.2285, 4.3726, -1.3039], [0.7945, 3.1302, -0.1227], [-1.5928, 3.6993, -4.0623], [-2.8673, 4.4528, -2.8857], [-4.4967, 4.3633, -3.8485], [-2.4276, 6.2980, -2.8360], [-2.9625, 3.5167, -0.9050], [-1.6591, 4.1427, -5.0641], [-1.7497, 2.6203, -4.1471], [-0.5793, 3.8624, -3.6824], [-4.4779, 4.9750, -4.7590], [-5.3167, 4.7033, -3.2102], [-4.7061, 3.3269, -4.1305], [-2.6623, 6.8145, -3.7753], [-1.3598, 6.4250, -2.6307], [-2.9793, 6.7760, -2.0223]], "forces_ev_per_a": [[0.04, 0.06, 0.04], [0.15, -0.03, -0.02], [-0.16, 0.03, -0.03], [-0.18, 0.07, 0.00], [0.09, -0.16, -0.32], [0.44, 0.07, 0.23], [-0.47, -0.17, -0.17], [0.31, 0.15, 0.21], [-0.15, -0.06, 0.04], [-0.02, 0.00, 0.08], [0.03, 0.01, -0.04], [0.06, -0.01, 0.01], [0.04, 0.05, -0.03], [-0.03, 0.00, 0.01], [0.00, 0.01, 0.03], [-0.05, -0.01, -0.01], [-0.01, 0.00, -0.02], [0.00, 0.00, 0.00], [0.00, 0.00, 0.00], [-0.01, 0.01, 0.01], [0.01, 0.00, 0.02], [0.01, 0.01, -0.01], [-0.04, -0.01, 0.03], [0.04, 0.03, -0.08], [0.17, -0.12, -0.04], [-0.03, -0.01, 0.08], [-0.02, 0.02, -0.02], [0.02, 0.16, 0.13], [-0.11, -0.03, 0.07], [-0.01, -0.05, 0.07], [-0.32, -0.36, -0.46], [0.12, 0.27, 0.32], [0.07, 0.00, 0.05], [-0.04, -0.04, 0.00], [0.03, 0.02, 0.04], [0.04, 0.03, 0.04], [-0.04, 0.09, -0.26], [-0.01, 0.01, 0.00], [-0.02, 0.00, 0.00], [-0.01, 0.01, 0.00], [-0.01, 0.01, 0.00], [0.00, 0.01, 0.00], [0.00, -0.02, 0.00], [0.07, 0.04, -0.02], [0.00, 0.01, 0.00], [0.00, 0.00, -0.01], [0.00, 0.00, 0.00], [-0.01, 0.00, 0.01], [0.04, -0.03, -0.05], [-0.13, 0.02, 0.00], [-0.03, -0.02, -0.01], [0.02, -0.06, -0.07], [0.08, -0.17, 0.22], [0.09, 0.03, 0.01], [0.00, -0.01, -0.07], [-0.05, 0.01, 0.01], [-0.03, 0.02, 0.01], [-0.04, 0.03, -0.05], [0.02, 0.04, 0.03], [-0.08, 0.10, 0.07], [0.02, 0.08, -0.05], [0.06, 0.02, -0.01], [-0.01, 0.01, -0.02], [0.00, 0.01, 0.02], [0.00, -0.03, 0.00], [0.00, -0.02, 0.00], [0.02, -0.01, 0.02], [0.00, 0.02, -0.03], [0.00, 0.03, 0.00], [0.00, 0.03, 0.01], [-0.04, -0.01, -0.01], [0.01, -0.02, 0.02], [0.01, -0.02, 0.03], [0.00, 0.00, 0.00], [0.00, 0.00, 0.00], [-0.02, -0.02, 0.00], [-0.01, -0.02, 0.01], [-0.02, 0.03, 0.03], [-0.01, -0.02, -0.02], [0.03, 0.01, 0.01], [-0.03, -0.01, 0.00], [-0.04, -0.02, -0.01], [0.03, -0.02, 0.00], [0.03, 0.00, 0.03], [-0.01, -0.02, -0.01], [0.04, 0.00, 0.00], [0.11, -0.05, -0.12], [0.00, 0.01, 0.07], [-0.13, -0.02, -0.02], [0.01, 0.10, 0.04], [0.03, -0.09, -0.07], [0.01, -0.02, 0.04], [0.01, 0.04, -0.02], [-0.04, -0.01, -0.04], [0.01, -0.03, 0.03], [0.00, 0.00, -0.05], [-0.01, 0.03, 0.02], [0.03, -0.04, 0.03], [-0.05, 0.00, 0.03], [0.02, 0.03, -0.05]], "mulliken_charge": [1.26, -0.53, 0.23, -0.40, -1.32, 1.03, -1.15, 1.01, -0.72, -0.36, -0.78, -0.42, 0.17, 0.25, 0.23, 0.21, 0.39, 0.38, 0.38, 0.48, -1.46, 0.93, -0.66, -0.72, -0.34, -0.24, -0.55, 1.20, -0.80, -0.72, 0.28, 0.22, -0.93, -0.37, -0.92, -0.30, 0.21, 0.37, 0.36, 0.28, 0.29, 0.47, 0.48, 0.39, 0.48, 0.36, 0.40, 0.38, -2.23, 2.62, -2.17, -1.89, 0.42, 0.05, -0.06, -0.81, -0.59, -0.59, -0.22, 2.41, -1.81, -1.96, -1.62, 0.57, 0.10, 0.33, 0.58, 0.36, 0.34, 0.53, 0.35, 0.27, 0.14, 0.41, 0.36, 0.49, 0.18, 0.13, 0.55, 0.26, 0.37, 0.29, 0.53, 0.12, 0.56, 0.11, -0.80, 0.33, -1.10, -1.13, -0.62, 0.48, 0.17, 0.02, 0.33, 0.25, 0.25, 0.33, 0.29, 0.26]}

2.
{"formula": "C9H11ClO2P", "method": "the ωB97M-V functional and the def2-TZVPD basis", "gap_ev": [6.78, 8.38], "charge": -1, "homo_energy_ev": [-3.899, -5.307], "lumo_ha": [0.106, 0.113], "species": ["C", "C", "C", "C", "C", "C", "C", "C", "C", "O", "O", "P", "Cl", "H", "H", "H", "H", "H", "H", "H", "H", "H", "H", "H"], "xyz": [[0.9304, 1.3407, 0.5158], [0.8321, 0.5056, -1.6952], [1.4170, 1.4019, -0.8036], [-0.0250, 0.3955, 0.9029], [-0.1300, -0.4502, -1.3508], [-0.4609, -0.5425, 0.0231], [2.3431, 2.4871, -1.2143], [-0.5458, 0.3517, 2.3310], [-0.5434, -1.5831, -2.2726], [-1.5158, -2.9315, 3.1063], [-3.4113, -1.2943, 2.4996], [-2.2641, -2.1846, 2.0483], [-3.0496, -3.4941, 0.6447], [1.4495, 2.0404, 1.3076], [1.0181, 0.5819, -2.7340], [3.3442, 2.0125, -1.3430], [1.9817, 2.7283, -2.0917], [2.4733, 3.2268, -0.4597], [-1.6915, 0.2799, 2.3413], [-0.2173, -0.6003, 2.6611], [-0.1432, 1.0542, 3.0525], [-0.6576, -1.0468, -3.2512], [0.2939, -2.2795, -2.3896], [-1.4278, -1.9994, -1.8287]], "forces_ev_per_a": [[1.64, 1.02, 0.74], [-0.64, 0.07, 0.14], [-1.78, -0.61, 1.88], [0.18, 1.18, 1.75], [0.80, -1.25, 2.39], [-0.60, -0.10, -1.34], [2.71, -3.35, 3.31], [-1.34, -0.18, -0.69], [0.88, 2.29, -0.80], [0.30, 0.17, -1.10], [1.38, -0.62, -1.14], [-1.33, 0.96, 1.65], [-0.02, -0.38, -0.42], [-1.37, -1.30, -1.48], [0.61, 0.13, -1.15], [-0.38, 0.48, -0.19], [-1.25, 2.39, -4.52], [-0.30, 0.86, 0.24], [1.71, 0.56, 0.11], [0.19, -1.10, 0.74], [-0.05, 0.56, -0.27], [-0.53, -1.06, 0.39], [-0.37, -0.14, 0.18], [-0.42, -0.57, -0.43]], "mulliken_charge": [-0.54, -0.59, 0.78, 1.27, 0.46, -0.42, -1.59, -1.72, -1.24, -0.59, -0.62, 0.79, -0.32, 0.04, 0.30, 0.28, 0.46, 0.36, 0.28, 0.39, 0.32, 0.34, 0.27, 0.30]}

Relative energy (zero: lowest compared OMol25 entry of this formula, charge and spin), record by record: 0.880; 0.217 eV
Total energy, record by record: -160060.2505; -35418.1973 eV